Entry from the OMol25 dataset: a molecular structure, C8H6Cl2 (ωB97M-V with the def2-TZVPD basis set).

The geometry in XYZ format:
```
16
Properties=species:S:1:pos:R:3:forces:R:3
C 2.30046 0.35750 0.47026 -0.871 0.983 -0.463
C 1.62895 1.51597 0.88158 2.610 0.091 0.700
C 1.63554 -0.55515 -0.47049 -0.201 0.291 0.206
C 0.28091 1.77619 0.56541 1.805 1.929 0.157
C 0.29293 -0.32903 -0.70638 2.241 0.850 1.338
C -0.28254 0.84142 -0.15898 -1.323 -0.794 0.128
C -1.02432 -0.61796 -1.33938 -0.710 -1.443 -0.171
C -1.58925 0.44774 -0.72848 1.069 -0.568 -1.558
Cl -2.94454 1.39135 -0.88571 -1.317 0.310 -0.039
Cl -5.21931 -0.91469 1.14740 0.770 0.740 -0.808
H 3.35574 0.22527 0.76926 -0.749 -0.053 -0.435
H 2.19118 2.36933 1.40500 -0.711 -1.707 -0.583
H 2.24608 -1.28261 -1.01100 -0.360 -0.086 0.424
H 0.02277 2.82369 0.66568 -1.021 -0.322 0.434
H -4.45891 -0.16298 0.35221 -0.778 -0.744 0.818
H -1.28980 -1.49758 -1.91824 -0.455 0.523 -0.147
```
Forces are in eV/Å.

Values from the calculation:
Charge: 0
Highest occupied orbital energy, eV: -7.98
Spin multiplicity: 1
LUMO level, Ha: -0.011
E, Ha: -1228.71039
Orbital gap, eV: 7.69
Energy above the lowest of the compared OMol25 structures with the same formula, charge and spin, eV: 2.399